DFT (wB97M-V/def2-TZVPD) results for a structure of composition C17H15CeClO2 in a non-equilibrium geometry.

```
36
Properties=species:S:1:pos:R:3:nbo_charge:R:1
C 0.7241 -1.5023 0.0372 -0.3443
C 0.8242 -1.6507 -1.3902 -0.3816
C -0.4815 -1.9230 -1.9051 -0.3218
H 1.7668 -1.6515 -1.9394 0.2345
C -1.4015 -1.9056 -0.8077 -0.3353
C -0.6616 -1.6683 0.3799 -0.2596
H -1.0608 -1.7581 1.3982 0.2282
H 1.5369 -1.2800 0.7411 0.2363
H -0.7349 -2.1638 -2.9313 0.2244
H -2.4685 -2.0762 -0.8429 0.2221
Ce -0.2288 0.7435 -1.1823 1.2019
Cl 1.4801 2.4492 -0.4004 -0.4567
C -0.0525 2.3224 -3.0766 -0.3971
C -1.2843 1.6388 -3.3455 -0.3966
C -0.9526 0.3800 -3.9360 -0.2843
H -2.2790 2.0856 -3.2817 0.2396
C 0.4592 0.2723 -4.0086 -0.2723
C 1.0225 1.4445 -3.4424 -0.3162
H 2.0820 1.7203 -3.4861 0.2426
H 0.0477 3.3613 -2.7537 0.2600
H -1.6557 -0.2788 -4.4554 0.2227
H 1.0118 -0.4601 -4.6097 0.2225
O -2.8601 1.2591 1.8077 -0.6940
C -1.6737 0.9495 2.0769 0.7627
O -0.6764 0.8899 1.2305 -0.7486
C -1.3892 0.6437 3.5554 -0.0628
C -0.1825 0.0757 4.0143 -0.1967
C 0.0441 -0.2047 5.3723 -0.2371
C -0.9805 -0.0074 6.3042 -0.2246
C -2.1957 0.5473 5.8751 -0.2413
C -2.3872 0.8835 4.5251 -0.1894
H 0.5917 -0.1345 3.2776 0.2290
H 1.0142 -0.5993 5.6791 0.2039
H -0.8345 -0.2791 7.3477 0.1993
H -2.9978 0.7091 6.6072 0.2005
H -3.3378 1.3409 4.2487 0.2302
```

## Properties
energy above the lowest of the compared OMol25 structures with the same formula, charge and spin = 0.0 kJ/mol
expectation value of S² = 0.751
HOMO (spin up / spin down) = -0.1666 / -0.1680 Eh
molar mass = 426.9 g mol⁻¹
spin multiplicity = 2
frontier orbital gap (spin up / spin down) = 0.265 / 0.266 Eh
net charge = -1


DFT (wB97M-V/def2-TZVPD) results for a structure of composition C17H15Cl3GeN6O2STi in a non-equilibrium geometry.

```
46
Properties=species:S:1:pos:R:3:nbo_charge:R:1
Ti 0.0633 0.4599 0.0010 1.3190
C -3.8197 -0.5257 1.6131 -0.6676
C -3.9694 -0.5981 0.1444 0.3959
N -5.0575 -0.4467 -0.5405 -0.2604
N -4.6764 -0.6265 -1.8390 -0.3743
C -3.3722 -0.9131 -1.9922 0.2205
S -2.4946 -1.3756 -3.3343 -0.3150
N -2.9278 -0.8736 -0.7072 -0.2277
N -1.6038 -1.1453 -0.3607 -0.6307
H -4.7911 -0.3075 2.0477 0.2525
H -3.1307 0.2758 1.8712 0.2756
H -3.4511 -1.4709 2.0211 0.2130
H -5.3268 -0.5040 -2.5931 0.4204
H -1.2317 -1.7317 -1.1182 0.4323
H -1.6139 -1.6954 0.4992 0.4042
Cl 1.6293 -1.5624 -0.1395 -0.4479
Ge 2.3512 -0.6623 2.0197 0.9741
Cl 0.0139 -0.6716 2.4811 -0.5104
Cl 2.7854 -2.6096 3.0404 -0.5555
O 0.9882 1.9628 0.9688 -0.7207
C -0.1798 2.5512 1.1529 0.5010
N -1.2706 1.8825 0.6553 -0.6876
C -2.4161 2.6135 0.9300 0.5895
O -3.5684 2.2807 0.6217 -0.6776
C -1.9753 3.8130 1.6458 -0.1692
C -2.6972 4.8877 2.1510 -0.1605
C -2.0111 5.9047 2.7865 -0.2701
C -0.6036 5.8525 2.9180 -0.2376
C 0.1284 4.7994 2.4236 -0.2079
C -0.5617 3.7584 1.7777 -0.1183
H -3.7743 4.9129 2.0384 0.2139
H -2.5472 6.7554 3.1893 0.1959
H -0.0939 6.6666 3.4205 0.1962
H 1.2059 4.7690 2.5273 0.2093
N 0.4514 0.8484 -1.5458 -0.6690
C 1.4483 1.0165 -2.4912 0.2088
C 2.7078 1.4746 -2.0853 -0.2631
C 3.7366 1.5601 -3.0074 -0.1953
C 3.5293 1.1933 -4.3313 -0.2554
C 2.2772 0.7479 -4.7343 -0.2081
C 1.2351 0.6585 -3.8259 -0.2510
H 2.8513 1.7753 -1.0548 0.2263
H 4.7096 1.9130 -2.6874 0.2014
H 4.3397 1.2552 -5.0471 0.2001
H 2.1085 0.4632 -5.7659 0.2025
H 0.2553 0.3108 -4.1250 0.2288
```

## Properties
energy above the lowest of the compared OMol25 structures with the same formula, charge and spin = 121.4 kJ/mol
expectation value of S² = 0.769
HOMO (spin up / spin down) = -0.1032 / -0.1989 Eh
molar mass = 594.3 g mol⁻¹
spin multiplicity = 2
frontier orbital gap (spin up / spin down) = 0.194 / 0.290 Eh
net charge = -1


DFT (wB97M-V/def2-TZVPD) results for the molecule C17H15N in a non-equilibrium geometry.

```
33
Properties=species:S:1:pos:R:3:nbo_charge:R:1
N 2.7021 -1.2269 2.0304 -0.8326
C 1.6399 -0.5410 1.3968 0.1658
C 0.5625 -1.2144 0.8618 -0.2032
C -0.4485 -0.6357 0.0013 -0.0418
C -0.1564 0.7374 -0.3818 -0.0981
C -1.0588 1.3157 -1.2933 -0.1710
C -2.0456 0.5821 -1.9789 -0.2039
C -2.3183 -0.7672 -1.5590 -0.0848
C -3.4333 -1.4484 -2.0708 -0.1769
C -3.7862 -2.7071 -1.5379 -0.2079
C -3.0219 -3.2908 -0.5056 -0.2193
C -1.9044 -2.6134 -0.0305 -0.1975
C -1.5594 -1.3328 -0.4906 0.0043
C 0.8806 1.5348 0.2180 0.0983
C 1.7183 0.8970 1.1824 -0.0534
C 2.7594 1.7529 1.7967 -0.4299
C 2.6847 2.9194 0.8202 -0.3907
C 1.4947 2.8435 -0.1313 -0.4515
H 2.8675 -2.2310 1.6754 0.3819
H 3.6995 -0.8417 2.0793 0.3879
H 0.4788 -2.3144 1.1278 0.1926
H -0.8664 2.2714 -1.5735 0.1945
H -2.6305 1.1747 -2.7766 0.2201
H -4.1085 -1.0025 -2.8146 0.2142
H -4.6285 -3.2138 -1.8782 0.2058
H -3.3645 -4.1943 0.0024 0.2147
H -1.3476 -3.1391 0.7915 0.2120
H 3.7909 1.2192 1.7173 0.1952
H 2.5262 2.1205 2.7807 0.2258
H 3.6672 2.9624 0.3026 0.2082
H 2.5469 3.8725 1.3281 0.2057
H 1.8422 2.8240 -1.1717 0.2221
H 0.8174 3.6873 0.0818 0.2137
```

## Properties
energy above the lowest of the compared OMol25 structures with the same formula, charge and spin = 130.1 kJ/mol
HOMO = -0.2685 Eh
molar mass = 233.3 g mol⁻¹
frontier orbital gap = 0.292 Eh
net charge = 0


DFT (wB97M-V/def2-TZVPD) results for the molecule C17H15N3O3S in a non-equilibrium geometry.

```
39
Properties=species:S:1:pos:R:3:nbo_charge:R:1
O -5.2070 1.3142 0.0764 -0.5753
C -4.0225 1.0909 -0.0219 0.6592
C -2.9777 2.0039 0.6102 -0.1755
O -1.8728 1.3488 1.1737 -0.5040
C -2.0737 0.4125 2.1573 0.2815
C -3.2956 0.1351 2.7539 -0.2665
C -3.3663 -0.8370 3.7395 -0.1978
C -2.2378 -1.5331 4.1299 -0.2352
C -1.0195 -1.2533 3.5307 -0.1857
C -0.9340 -0.2872 2.5497 -0.2597
N -3.5963 -0.0118 -0.7113 -0.6233
C -2.3732 -0.4601 -1.1359 0.2006
N -2.2809 -1.6244 -1.6982 -0.2998
N -1.0602 -1.9178 -2.1120 -0.2425
C -0.2021 -0.9858 -1.9020 0.0131
C 1.2376 -1.0345 -2.2645 -0.1079
O 1.8814 -0.0273 -1.5250 -0.4982
C 3.2172 0.1893 -1.7218 0.2967
C 4.0199 -0.5398 -2.5891 -0.2655
C 5.3649 -0.2246 -2.7038 -0.2009
C 5.9164 0.8050 -1.9654 -0.2406
C 5.1130 1.5300 -1.0986 -0.1862
C 3.7730 1.2275 -0.9753 -0.2575
S -0.8586 0.4190 -1.0971 0.3989
H -3.4956 2.6337 1.3455 0.2182
H -2.5610 2.6525 -0.1690 0.2258
H -4.1925 0.6614 2.4679 0.2227
H -4.3197 -1.0473 4.2004 0.2171
H -2.3053 -2.2904 4.8957 0.2158
H -0.1323 -1.7926 3.8268 0.2170
H 0.0032 -0.0539 2.0689 0.2269
H -4.3537 -0.6202 -1.0133 0.4364
H 1.3456 -0.8612 -3.3471 0.2006
H 1.6380 -2.0319 -2.0333 0.2083
H 3.6167 -1.3507 -3.1756 0.2128
H 5.9821 -0.7963 -3.3810 0.2150
H 6.9647 1.0420 -2.0621 0.2153
H 5.5337 2.3356 -0.5157 0.2161
H 3.1307 1.7797 -0.3076 0.2238
```

## Properties
energy above the lowest of the compared OMol25 structures with the same formula, charge and spin = 231.3 kJ/mol
HOMO = -0.3280 Eh
molar mass = 341.4 g mol⁻¹
frontier orbital gap = 0.345 Eh
net charge = 0


DFT (wB97M-V/def2-TZVPD) results for a structure of composition C17H15N4O2Re in a non-equilibrium geometry.

```
39
Properties=species:S:1:pos:R:3:nbo_charge:R:1
Re -0.0329 -0.8640 -0.2187 1.6948
C 3.6922 -1.2070 -2.3852 -0.2034
C 3.9213 0.0958 -2.8013 -0.0327
C 3.0742 1.1213 -2.3724 -0.1616
C 2.0131 0.8131 -1.5527 0.1372
N 1.7669 -0.4793 -1.1833 -0.5358
C 2.5938 -1.4658 -1.5852 0.1298
C 1.1090 1.7780 -0.9138 0.3140
C 1.1727 3.1532 -0.9869 -0.2061
C 0.3038 3.9038 -0.1969 -0.0220
C -0.5360 3.2738 0.7219 -0.1863
C -0.5479 1.8973 0.7656 0.2237
N 0.2000 1.1676 -0.1069 -0.5678
C -1.1809 1.0403 1.7766 0.1426
C -1.8573 1.4700 2.8999 -0.1565
C -2.2074 0.5424 3.8798 -0.0570
C -1.8598 -0.7907 3.7143 -0.1956
C -1.2093 -1.1698 2.5536 0.0907
N -0.8964 -0.2788 1.5979 -0.4772
H 4.3423 -2.0197 -2.6783 0.2903
H 4.7587 0.3210 -3.4502 0.2820
H 3.2569 2.1442 -2.6708 0.2683
H 2.3632 -2.4743 -1.2676 0.2577
H 1.8901 3.6462 -1.6276 0.2747
H 0.3181 4.9850 -0.2622 0.2832
H -1.1428 3.8602 1.3977 0.2751
H -2.0927 2.5178 3.0274 0.2692
H -2.7221 0.8635 4.7766 0.2831
H -2.0824 -1.5328 4.4688 0.2886
H -0.9344 -2.2040 2.3819 0.2446
N -2.1859 -1.4555 -0.8543 -0.7432
C -2.3861 -2.9164 -0.7646 -0.3678
C -1.0086 -3.6217 -0.8475 0.7633
O -0.8712 -4.7673 -1.0707 -0.3759
O -0.0338 -2.7146 -0.5955 -0.6469
H -2.9310 -0.9554 -0.3721 0.4339
H -2.2314 -1.1658 -1.8307 0.4337
H -3.0074 -3.3176 -1.5630 0.2908
H -2.8187 -3.1939 0.1963 0.2643
```

## Properties
energy above the lowest of the compared OMol25 structures with the same formula, charge and spin = 84.3 kJ/mol
expectation value of S² = 0.757
HOMO (spin up / spin down) = -0.7083 / -0.7081 Eh
molar mass = 493.5 g mol⁻¹
spin multiplicity = 2
frontier orbital gap (spin up / spin down) = 0.220 / 0.231 Eh
net charge = +3


DFT (wB97M-V/def2-TZVPD) results for a structure of composition C17H15N4PdSSe4Si in a non-equilibrium geometry.

```
43
Properties=species:S:1:pos:R:3:nbo_charge:R:1
Pd -0.4103 -0.0011 -0.1005 0.4922
Se -1.4293 -2.2070 0.0478 -0.3476
Se -3.5375 -1.4890 0.0128 -0.2079
Se -3.5374 1.4878 0.0129 -0.2082
Se -1.4289 2.2053 0.0423 -0.3477
S 5.1627 -0.0001 5.2277 0.8592
N 3.5276 -0.0002 5.3204 -0.6148
C 3.0465 0.0000 4.0846 0.1992
C 1.6639 0.0003 3.7293 -0.1444
C 0.6430 0.0001 4.6759 -0.1342
C -0.6697 0.0005 4.2452 -0.2376
C -0.9270 0.0008 2.8756 0.1083
N 0.0259 0.0007 1.9590 -0.4368
C 1.3300 0.0005 2.3456 0.2634
C 2.3556 0.0002 1.3465 0.1641
N 1.9866 0.0000 0.0442 -0.4233
C 2.9012 -0.0004 -0.8992 0.0784
C 4.2704 -0.0003 -0.6305 -0.2448
C 4.6851 0.0000 0.6859 -0.1311
C 3.7329 0.0002 1.7023 -0.1033
C 4.0673 0.0001 3.0868 0.1072
N 5.2937 0.0000 3.5944 -0.5946
H 0.9026 -0.0005 5.7232 0.2296
H -1.4846 0.0002 4.9499 0.2264
H -1.9535 0.0010 2.5128 0.2519
H 2.5219 -0.0008 -1.9167 0.2312
H 4.9850 -0.0007 -1.4387 0.2209
H 5.7300 0.0001 0.9569 0.2278
C 1.7491 -0.0355 -5.6603 -1.0872
Si -0.0731 -0.0224 -5.0656 1.5905
C -0.8952 1.5443 -5.7868 -1.0864
C -0.9109 -1.5912 -5.7638 -1.0864
C -0.2111 -0.0102 -3.2319 -0.7829
C -0.4993 -0.0044 -2.0492 -0.0736
H 1.7981 -0.0441 -6.7460 0.2185
H 2.2803 -0.9114 -5.3014 0.2258
H 2.2887 0.8407 -5.3149 0.2256
H -0.8805 1.5419 -6.8729 0.2136
H -0.3812 2.4394 -5.4503 0.2318
H -1.9286 1.6257 -5.4668 0.2408
H -0.8964 -1.6054 -6.8499 0.2135
H -1.9450 -1.6574 -5.4425 0.2408
H -0.4058 -2.4862 -5.4137 0.2320
```

## Properties
energy above the lowest of the compared OMol25 structures with the same formula, charge and spin = 37.8 kJ/mol
HOMO = -0.1126 Eh
molar mass = 757.7 g mol⁻¹
frontier orbital gap = 0.149 Eh
net charge = -1